Entry 1:
# C4H8O2

A 2-piece molecular cluster, C4H8O2 overall (the ωB97M-V functional and the def2-TZVPD basis, the Open Molecules 2025 dataset).

For the gap between HOMO and LUMO, the calculation gives 10.3 eV. Its total charge is 0. The value obtained for the calculated total energy is -307.63732 Eh. As for the energy above the lowest of the compared OMol25 structures with the same formula, charge and spin: 47.13 kcal/mol. The calculation puts the HOMO energy at -9.4 eV.

Geometry as XYZ:
```
14
C4H8O2 (the ωB97M-V functional and the def2-TZVPD basis)
C 1.5051 -0.7309 0.2333
C 1.1489 0.3244 0.9715
O 1.3125 1.6245 0.6406
H 1.2687 -1.7397 0.5592
H 2.0422 -0.6237 -0.7066
H 0.6460 0.2080 1.9320
H 1.0689 1.7558 -0.2955
C -1.7580 -0.2140 -0.0338
C -0.6634 0.0532 -1.0337
O -0.3371 1.1576 -1.4290
H -2.6756 -0.3692 -0.6130
H -1.9019 0.6423 0.6266
H -1.5712 -1.1254 0.5462
H -0.2138 -0.8557 -1.4644
```

***

Entry 2:
# C6H53NO21

A 21-piece molecular cluster, C6H53NO21 overall in a non-equilibrium geometry (the ωB97M-V functional and the def2-TZVPD basis, the Open Molecules 2025 dataset).

For the gap between HOMO and LUMO, the calculation gives 8.2 eV. Its total charge is 0. The value obtained for the calculated total energy is -1895.03344 Eh. The calculation puts the HOMO energy at -9.1 eV.

Geometry as XYZ:
```
81
C6H53NO21 (the ωB97M-V functional and the def2-TZVPD basis)
O 1.8867 -0.4053 0.0090
N 1.0505 0.4620 0.7116
C 1.5401 2.6036 -0.2201
C -0.9589 1.8707 0.2084
C -0.3815 -1.3936 -0.4143
C 0.7075 -1.8121 1.7891
C 0.4323 1.4974 -0.1798
C 0.6427 -0.9163 0.5758
H 1.2853 3.2333 -1.0955
H 2.5605 2.1797 -0.3938
H 1.5618 3.1647 0.7107
H -1.5837 1.0325 -0.0631
H -1.3344 2.7946 -0.3035
H -0.9043 2.0015 1.3459
H -0.1981 -2.4268 -0.8025
H -0.3757 -0.8039 -1.3346
H -1.3567 -1.3329 0.0356
H 1.3748 -2.6925 1.5463
H 1.1659 -1.2357 2.6121
H -0.2779 -2.1366 2.0796
H 0.3861 1.1502 -1.2488
O 2.6792 -2.5669 -1.9803
H 3.4241 -2.1664 -1.4249
H 2.2395 -1.8205 -2.5030
O -1.0224 -0.4572 4.3506
H -1.2398 -0.4243 5.3383
H -1.7087 -1.0456 3.8963
O 3.8529 0.9571 -2.5400
H 2.9936 0.4235 -2.5158
H 4.3496 0.7164 -3.3880
O -1.5747 -5.4126 -1.2220
H -2.3755 -4.8522 -0.9605
H -0.7584 -5.0291 -0.7634
O 1.5258 -0.0132 5.2682
H 1.3793 0.8791 5.7221
H 0.6809 -0.2540 4.7662
O 1.5131 -4.9867 -1.3846
H 1.9650 -5.6434 -2.0077
H 1.9161 -4.0725 -1.5440
O -1.6079 0.7690 -3.5726
H -1.9373 1.1908 -4.4313
H -2.2897 0.9547 -2.8485
O -0.7225 -1.6837 -4.2538
H -1.1762 -0.8531 -3.8959
H -1.3301 -2.4740 -4.0805
O -1.2713 3.0468 3.7974
H -0.7050 2.4948 3.1663
H -2.0438 2.4734 4.1110
O -3.5346 1.6498 -1.9098
H -4.2147 2.1537 -2.4642
H -3.9754 1.3787 -1.0403
O -1.4652 5.2219 2.1213
H -2.4538 5.2390 2.3362
H -1.0482 4.4448 2.6173
O 0.4455 2.7883 -4.1072
H -0.1430 2.1107 -3.6401
H 0.6922 2.4181 -5.0160
O -2.6951 4.7261 -1.7656
H -3.6765 4.9451 -1.6528
H -2.6134 3.7369 -1.9617
O -4.9346 0.8748 0.2018
H -5.7982 1.3943 0.2920
H -4.5214 0.7882 1.1213
O 3.5617 4.0161 -3.0966
H 3.3397 4.2517 -4.0553
H 3.1749 3.1023 -2.8990
O 2.0709 -3.7215 4.4261
H 2.5344 -3.9808 5.2874
H 2.7723 -3.3822 3.7805
O 4.2236 1.1448 1.3719
H 3.2805 0.8431 1.1636
H 4.6092 1.5710 0.5392
O 1.5554 -0.5381 -3.4319
H 2.1150 -0.3724 -4.2584
H 0.6874 -0.9706 -3.7205
O -3.1686 -2.1597 3.3439
H -2.6979 -3.0501 3.4408
H -4.1509 -2.2992 3.5424
O 0.3111 -5.1541 3.0460
H 0.7105 -5.5299 2.1957
H 1.0289 -4.6254 3.5245
```

***

Entry 3:
# C20H46LaOP4

C20H46LaOP4 as an isolated structure in a non-equilibrium geometry (the ωB97M-V functional and the def2-TZVPD basis, the Open Molecules 2025 dataset).

For the gap between HOMO and LUMO, the calculation gives 4.5 eV. Its total charge is +3. The value obtained for the calculated total energy is -2260.90280 Eh. As for the energy above the lowest of the compared OMol25 structures with the same formula, charge and spin: 0.00 kcal/mol. The calculation puts the HOMO energy at -14.8 eV.

Geometry as XYZ:
```
72
C20H46LaOP4 (the ωB97M-V functional and the def2-TZVPD basis)
La -0.5737 -0.4432 0.2743
P -2.3748 -0.5925 -1.9664
P 1.5994 -1.7702 -0.9571
P 0.0271 2.0076 -1.1146
H -1.6165 0.6530 3.0834
C -1.9328 1.4793 2.4133
C -3.0089 1.3949 1.6015
H -3.6688 0.5198 1.5891
C -3.7171 -1.7660 -2.3378
C -1.3690 -0.8579 -3.4802
C -3.2545 0.9471 -2.4597
C 2.9115 -1.6928 0.3473
C 1.5064 -3.5741 -1.1601
C 2.6200 -1.2363 -2.3793
C -0.9804 3.4926 -0.8106
C 0.4402 2.1657 -2.8781
C 1.6071 2.5678 -0.3886
H -1.3491 2.4089 2.4963
H -3.2593 2.2047 0.9163
H -4.5073 -1.7250 -1.5822
H -3.3443 -2.7929 -2.3951
H -4.1221 -1.4624 -3.3134
H -0.8407 -1.8197 -3.4097
H -0.6212 -0.0672 -3.6338
H -2.0878 -0.8771 -4.3152
H -3.9574 1.2358 -1.6681
H -3.8017 0.6853 -3.3780
H -2.5730 1.7887 -2.6400
H 3.7887 -2.3060 0.0810
H 2.5148 -2.0067 1.3331
H 3.1910 -0.6277 0.3306
H 2.5319 -3.9698 -1.2610
H 0.9129 -3.7741 -2.0651
H 1.0114 -4.0080 -0.2752
H 3.4821 -1.9185 -2.4901
H 2.9714 -0.2032 -2.2122
H 1.9784 -1.2725 -3.2733
H -0.3126 4.3614 -0.9041
H -1.4249 3.4817 0.1952
H -1.7848 3.5626 -1.5546
H 0.9285 3.1358 -3.0477
H -0.4753 2.1075 -3.4785
H 1.1301 1.3625 -3.1714
H 1.8774 3.5641 -0.7683
H 2.4272 1.8694 -0.6027
H 1.4698 2.6165 0.6968
C 3.6677 1.9932 2.2757
C 4.9291 1.7318 2.8344
C 5.3936 2.6356 3.7921
C 4.6545 3.7852 4.1354
C 3.6310 4.1830 3.2729
C 3.2549 3.3452 2.2156
O 2.7570 0.9964 1.9188
H 2.9453 0.0965 2.2689
H 5.4287 0.8091 2.5152
H 6.3187 2.4443 4.3029
H 4.8926 4.3636 5.0205
H 3.1348 5.1440 3.4546
H 2.6532 3.7728 1.4156
C -2.0419 -3.4739 2.5756
P -2.3938 -2.6948 0.9566
C -2.3831 -4.2293 -0.0589
C -4.1837 -2.3678 1.2399
H -1.0887 -4.0069 2.5024
H -2.8425 -4.1716 2.8669
H -1.9476 -2.6773 3.3221
H -3.3520 -4.7241 0.0490
H -2.2012 -4.0180 -1.1145
H -1.5908 -4.8941 0.2996
H -4.6566 -1.8715 0.3914
H -4.2692 -1.7028 2.1017
H -4.6792 -3.3173 1.4598
```

***

Entry 4:
# C47H34F5MnN6O4PS

C47H34F5MnN6O4PS as an isolated structure in a non-equilibrium geometry (the ωB97M-V functional and the def2-TZVPD basis, the Open Molecules 2025 dataset).

For the gap between HOMO and LUMO (spin up / spin down), the calculation gives 5.9 / 7.4 eV. Its total charge is 0. The value obtained for the calculated total energy is -4830.69728 Eh. The multiplicity is 6. As for the expectation value of S²: 8.87. The calculation puts the HOMO energy (spin up / spin down) at -5.9 / -8.5 eV.

Geometry as XYZ:
```
99
C47H34F5MnN6O4PS (the ωB97M-V functional and the def2-TZVPD basis)
Mn 0.2084 0.0794 -0.6715
N 5.8029 -5.2769 -3.0058
C 5.0841 -4.5104 -2.1140
C 5.3066 -3.1309 -2.0212
C 4.5619 -2.3581 -1.1535
C 3.5693 -2.9520 -0.3858
C 3.3471 -4.3211 -0.4479
C 4.0953 -5.0938 -1.3118
S 2.6926 -1.9626 0.7845
O 2.3577 -2.7743 1.9179
O 3.4698 -0.7661 0.9695
N 1.2909 -1.4270 0.0722
C 0.2881 -2.2725 -0.2105
N -0.8044 -1.5970 -0.6686
C -1.8739 -2.2905 -1.0276
C -1.9067 -3.6637 -0.9220
C -0.7481 -4.2735 -0.4521
N 0.3411 -3.6053 -0.1114
H 6.6696 -4.9010 -3.3470
H 5.8030 -6.2701 -2.8533
H 6.0802 -2.6726 -2.6258
H 4.7554 -1.2981 -1.0477
H 2.5941 -4.7509 0.1949
H 3.9284 -6.1632 -1.3655
H -2.7188 -1.7211 -1.3993
H -2.7823 -4.2307 -1.1963
H -0.6867 -5.3527 -0.3509
O -5.8243 5.1019 0.2105
C -5.5460 4.6085 -1.0168
O -6.2879 4.8186 -1.9343
C -4.2762 3.8313 -1.1413
C -3.6397 3.7967 -2.3962
C -2.5571 2.9277 -2.6290
C -2.0705 2.1239 -1.6277
C -2.5086 2.3365 -0.2225
C -3.7752 3.1067 -0.0954
N -1.1966 1.0703 -1.8160
C -1.2241 0.4955 -3.0440
C -0.1965 -0.3576 -3.4256
C -0.1060 -0.9934 -4.6865
C 1.0131 -1.7114 -5.0035
C 2.0568 -1.7957 -4.0649
C 1.8944 -1.1860 -2.8400
N 0.7999 -0.5108 -2.4963
H -5.0832 4.9436 0.8071
H -4.0363 4.4103 -3.1925
H -2.1347 2.8697 -3.6237
H -2.6384 1.3362 0.2004
H -4.2830 3.0492 0.8622
H -2.0455 0.7135 -3.7164
H -0.9245 -0.8802 -5.3853
H 1.1048 -2.1975 -5.9655
H 2.9729 -2.3252 -4.2829
H 2.6797 -1.2344 -2.0995
C -4.2143 -2.4670 2.1533
C -4.5160 -1.1376 1.9187
C -3.5012 -0.1986 1.7592
C -2.1701 -0.5871 1.8226
C -1.8749 -1.9330 2.0753
C -2.8840 -2.8625 2.2410
P -0.6783 0.5024 1.6520
C -1.1627 2.2435 1.9051
C -1.3449 2.9944 0.6210
C -1.5241 4.4632 0.7794
C -1.4884 5.0637 1.9902
C -1.2993 4.3025 3.1681
C -1.1247 2.9137 3.0993
C 0.0100 0.0933 3.3246
C 1.3537 -0.0910 3.6100
C 1.7656 -0.3761 4.9065
C 0.8462 -0.4689 5.9334
C -0.5027 -0.2798 5.6630
C -0.9166 -0.0040 4.3731
H -5.0042 -3.1967 2.2766
H -5.5482 -0.8135 1.8711
H -3.7770 0.8397 1.6230
H -0.8404 -2.2456 2.1716
H -2.6348 -3.8929 2.4622
H -0.4401 2.8211 0.0153
H -1.6648 5.0373 -0.1295
H -1.5962 6.1382 2.0734
H -1.2622 4.8004 4.1273
H -0.9408 2.3780 4.0188
H 2.0964 0.0005 2.8431
H 2.8207 -0.5202 5.1006
H 1.1767 -0.6731 6.9440
H -1.2377 -0.3528 6.4548
H -1.9712 0.1293 4.1744
F 2.0151 1.7016 1.5944
C 2.3932 2.0116 0.3425
C 1.6021 1.6258 -0.7380
C 2.0629 2.1561 -1.9417
F 1.3508 1.9694 -3.0697
C 3.2147 2.9091 -2.0847
F 3.5771 3.3729 -3.2859
C 3.9924 3.1857 -0.9776
F 5.1124 3.8918 -1.0963
C 3.5645 2.7399 0.2577
F 4.2724 3.0243 1.3535
```

***

Among the records above, which one has the highest calculated total energy?
C4H8O2

***

The lowest calculated total energy belongs to which entry?
C47H34F5MnN6O4PS

***

calculated total energy of number 3 (C20H46LaOP4)?
-2260.90280 Eh